C20H22BCl3N4O | ωB97M-V with the def2-TZVPD basis set

Calculated values
- Total charge: 0
- Highest occupied orbital energy: -8.8 eV

Element x y z (Å)
Cl  5.273  -1.713  3.084
B  4.509  -0.060  2.723
Cl  4.177  0.870  4.303
Cl  5.596  0.995  1.604
O  3.203  -0.333  2.015
C  2.236  0.503  1.874
C  0.910  0.172  2.323
C  0.005  1.220  2.603
C  -1.278  0.941  3.044
C  -1.693  -0.385  3.221
C  -0.767  -1.426  3.052
C  0.530  -1.160  2.635
H  2.461  1.527  1.549
H  0.374  2.234  2.473
H  -1.960  1.757  3.268
H  -2.698  -0.604  3.571
H  -1.058  -2.455  3.275
H  1.281  -1.943  2.534
C  -5.694  -2.818  -0.724
C  -5.450  -1.502  -0.294
C  -4.359  -0.792  -0.793
C  -3.437  -1.433  -1.656
C  -2.204  -0.780  -2.034
C  -1.883  0.570  -2.202
N  -0.525  0.599  -2.229
C  0.392  1.727  -2.302
C  1.485  1.753  -1.230
C  2.676  2.606  -1.679
C  3.927  1.849  -1.234
C  3.469  0.382  -1.186
N  2.070  0.478  -0.891
N  -0.033  -0.683  -2.179
N  -1.036  -1.502  -2.083
C  -3.642  -2.784  -2.018
C  -4.763  -3.469  -1.556
H  -6.602  -3.339  -0.408
H  -6.116  -1.029  0.432
H  -4.165  0.248  -0.514
H  -2.517  1.441  -2.297
H  0.873  1.682  -3.295
H  -0.209  2.641  -2.238
H  1.060  2.114  -0.285
H  2.656  2.594  -2.776
H  2.623  3.652  -1.366
H  4.765  2.008  -1.912
H  4.235  2.108  -0.215
H  3.604  -0.096  -2.174
H  4.005  -0.213  -0.443
H  1.514  -0.363  -0.874
H  -2.906  -3.276  -2.659
H  -4.916  -4.514  -1.835

---

C20H22BN9O4PS3Sn | ωB97M-V with the def2-TZVPD basis set

Calculated values
- Total charge: -1
- Highest occupied orbital energy: -5.1 eV

Element x y z (Å)
Sn  -0.653  1.528  1.034
B  2.103  0.459  3.837
N  0.617  0.715  4.210
C  0.196  0.834  5.475
C  -1.189  0.826  5.484
C  -1.534  0.695  4.140
N  -0.437  0.620  3.385
N  2.450  0.729  2.334
C  3.711  0.637  1.902
C  3.747  0.886  0.540
C  2.421  1.136  0.207
N  1.648  1.030  1.295
H  2.780  1.195  4.513
H  2.351  -0.710  4.064
H  0.900  0.910  6.287
H  -1.844  0.910  6.333
H  -2.508  0.660  3.676
H  4.506  0.396  2.588
H  4.604  0.900  -0.109
H  1.989  1.389  -0.748
C  -3.982  -2.980  0.933
O  -2.569  -3.038  0.785
P  -1.726  -1.631  0.976
O  -1.732  -1.021  -0.527
C  -1.391  -1.789  -1.688
O  -0.252  -2.305  0.932
C  0.311  -2.794  2.149
H  -4.358  -3.993  0.803
H  -4.437  -2.331  0.180
H  -4.263  -2.618  1.925
H  -1.933  -1.362  -2.530
H  -1.673  -2.833  -1.559
H  -0.318  -1.722  -1.872
H  0.379  -2.000  2.895
H  1.312  -3.149  1.915
H  -0.280  -3.623  2.545
O  -0.421  3.593  2.073
N  -1.088  4.652  2.282
C  -2.399  4.660  2.181
C  -3.145  3.473  1.915
N  -3.588  2.425  1.724
C  -3.075  5.894  2.415
N  -3.657  6.869  2.600
S  -2.114  -0.502  -5.480
C  -1.253  0.397  -4.386
S  -1.954  1.575  -3.316
C  -0.376  1.854  -2.553
N  0.548  1.116  -3.066
N  0.072  0.331  -4.093
C  1.033  -0.507  -4.723
C  1.077  -0.649  -6.103
C  2.039  -1.468  -6.673
C  2.958  -2.138  -5.878
C  2.921  -1.972  -4.501
C  1.963  -1.157  -3.921
S  -0.196  2.978  -1.280
H  0.361  -0.131  -6.722
H  2.072  -1.576  -7.750
H  3.703  -2.779  -6.332
H  3.641  -2.482  -3.874
H  1.928  -1.012  -2.850

---

C20H22BrN3O2S2W | ωB97M-V with the def2-TZVPD basis set

Calculated values
- Total charge: +2
- Highest occupied orbital energy (alpha / beta): -13.3 / -13.3 eV

Element x y z (Å)
W  -0.437  -0.092  0.410
O  3.517  -0.709  0.367
C  4.098  0.454  0.774
C  5.462  0.412  1.049
C  6.131  1.552  1.447
C  5.452  2.759  1.563
C  4.094  2.808  1.319
C  3.393  1.665  0.935
C  1.882  1.774  0.869
O  1.188  0.844  0.056
N  1.374  1.559  2.257
N  0.262  0.767  2.231
C  0.164  -0.403  2.864
C  -0.818  -1.186  2.245
Br  -2.609  -0.901  -0.432
C  -1.607  -2.211  2.718
C  -2.188  -2.295  4.013
C  -2.982  -3.425  4.308
C  -3.594  -3.547  5.534
C  -3.436  -2.547  6.490
C  -2.645  -1.429  6.221
C  -2.037  -1.292  4.996
H  2.683  -0.511  -0.049
H  5.965  -0.541  0.952
H  7.190  1.507  1.660
H  5.981  3.658  1.848
H  3.562  3.747  1.420
H  1.595  2.781  0.552
H  2.090  1.288  2.923
H  0.862  -0.689  3.652
H  -1.919  -2.982  2.018
H  -3.095  -4.197  3.556
H  -4.208  -4.410  5.752
H  -3.954  -2.621  7.438
H  -2.532  -0.657  6.970
H  -1.464  -0.400  4.777
S  -1.380  2.189  -0.356
C  -2.233  1.994  -1.839
N  -3.536  1.942  -1.934
C  -4.070  1.525  -3.232
C  -3.022  1.939  -4.256
S  -1.431  1.884  -3.350
H  -4.129  1.969  -1.114
H  -5.031  1.998  -3.423
H  -4.209  0.440  -3.210
H  -3.159  2.960  -4.607
H  -2.973  1.264  -5.106
C  0.475  -1.737  -0.698
H  1.045  -1.334  -1.545
H  -0.259  -2.419  -1.123
H  1.159  -2.353  -0.106

---

C20H22ClFN4O3 | ωB97M-V with the def2-TZVPD basis set

Calculated values
- Energy relative to the best compared isomer or geometry (same formula, charge and spin): 158.22 kJ/mol
- Total charge: 0
- Highest occupied orbital energy: -8.7 eV
- SMILES string: O=C(Nc1ccnn1C1CCN(C(=O)c2cc(Cl)ccc2F)CC1)[C@H]1CCOC1

Element x y z (Å)
O  3.546  0.515  -1.723
C  4.127  0.600  -0.662
N  3.960  -0.239  0.394
C  3.259  -1.442  0.479
C  3.673  -2.562  1.180
C  2.624  -3.472  1.031
N  1.652  -2.954  0.310
N  2.036  -1.723  -0.031
C  1.112  -0.875  -0.750
C  0.135  -0.214  0.229
C  -0.868  0.647  -0.541
N  -1.556  -0.150  -1.526
C  -2.872  -0.435  -1.534
O  -3.383  -1.222  -2.308
C  -3.734  0.300  -0.542
C  -4.467  -0.416  0.394
C  -5.352  0.242  1.234
Cl  -6.238  -0.660  2.407
C  -5.541  1.613  1.141
C  -4.830  2.334  0.199
C  -3.939  1.674  -0.626
F  -3.241  2.392  -1.531
C  -0.677  -0.796  -2.480
C  0.322  -1.699  -1.766
C  5.127  1.713  -0.366
C  4.683  2.570  0.837
C  5.664  2.163  1.958
O  6.293  0.974  1.520
C  6.463  1.128  0.128
H  4.649  -0.138  1.136
H  4.595  -2.689  1.709
H  2.543  -4.470  1.413
H  1.690  -0.111  -1.277
H  -0.394  -0.996  0.779
H  0.674  0.408  0.946
H  -0.337  1.458  -1.054
H  -1.585  1.085  0.155
H  -4.344  -1.486  0.456
H  -6.241  2.109  1.794
H  -4.961  3.399  0.096
H  -0.145  -0.021  -3.043
H  -1.303  -1.373  -3.163
H  1.003  -2.142  -2.492
H  -0.198  -2.505  -1.247
H  5.247  2.298  -1.277
H  4.761  3.633  0.616
H  3.652  2.354  1.116
H  5.178  1.952  2.910
H  6.419  2.946  2.108
H  6.705  0.155  -0.300
H  7.283  1.829  -0.082

---

C20H22Co2O10 | ωB97M-V with the def2-TZVPD basis set

Calculated values
- Energy relative to the best compared isomer or geometry (same formula, charge and spin): 0.00 kJ/mol
- Total charge: -2
- Highest occupied orbital energy: -0.4 eV

Element x y z (Å)
C  -1.181  -2.071  3.955
C  -0.289  -1.114  3.174
C  -0.798  -0.865  1.766
C  0.206  -0.007  0.967
C  0.537  1.289  1.532
C  1.883  1.793  1.707
O  2.183  2.965  1.881
O  2.817  0.805  1.663
C  4.061  1.216  2.256
C  5.140  0.213  1.929
C  -0.469  2.083  2.228
O  -0.333  2.708  3.269
O  -1.681  1.982  1.625
C  -2.669  2.737  2.333
C  -3.985  2.552  1.630
H  -0.752  -2.252  4.945
H  -2.186  -1.655  4.088
H  -1.263  -3.029  3.428
H  -0.190  -0.159  3.715
H  0.722  -1.539  3.101
H  -0.900  -1.813  1.218
H  -1.779  -0.369  1.768
H  1.148  -0.560  0.859
H  -0.175  0.153  -0.060
H  4.325  2.210  1.877
H  3.915  1.284  3.345
H  6.049  0.477  2.477
H  4.861  -0.808  2.213
H  5.385  0.239  0.862
H  -2.744  2.377  3.370
H  -2.388  3.800  2.356
H  -4.729  3.148  2.160
H  -3.944  2.889  0.590
H  -4.299  1.504  1.646
O  -0.816  1.167  -6.899
C  -0.993  0.302  -6.156
Co  -1.152  -1.017  -4.995
C  -2.432  -0.489  -3.905
O  -3.291  -0.103  -3.240
C  -2.142  -1.730  -6.282
O  -2.775  -2.201  -7.124
C  0.358  -0.245  -4.048
C  0.591  -0.127  -2.687
C  0.952  0.664  -1.650
Co  0.339  -1.844  -3.200
C  -0.434  -2.650  -1.829
O  -0.933  -3.270  -0.984
C  1.874  -2.767  -3.274
O  2.861  -3.365  -3.321
C  -0.821  -2.821  -4.378
O  -1.062  -3.950  -4.587
H  1.066  0.232  -4.747
H  1.885  0.414  -1.113
H  0.440  1.618  -1.454

---

C20H22CuN3O4S2 | ωB97M-V with the def2-TZVPD basis set

Calculated values
- Spin multiplicity: 2
- Total charge: +1
- Highest occupied orbital energy (alpha / beta): -11.2 / -11.2 eV

Element x y z (Å)
Cu  -0.748  -0.597  1.149
O  0.620  -0.628  -0.374
S  1.573  0.287  -1.110
C  0.695  1.881  -1.433
C  -0.818  1.838  -1.219
C  -1.645  1.268  -2.379
C  -1.560  -0.243  -2.596
S  -2.666  -1.196  -1.495
O  -2.385  -0.841  -0.055
C  -1.940  -2.801  -1.827
C  -2.138  -3.382  -3.073
C  -1.588  -4.627  -3.331
C  -0.863  -5.285  -2.346
C  -0.692  -4.703  -1.098
C  -1.236  -3.454  -0.833
C  2.798  0.851  0.060
C  3.866  1.595  -0.423
C  4.840  2.023  0.463
C  4.744  1.699  1.811
C  3.678  0.942  2.275
C  2.694  0.510  1.396
H  0.940  2.120  -2.469
H  1.162  2.620  -0.785
H  -1.135  2.871  -1.062
H  -1.050  1.298  -0.304
H  -1.330  1.754  -3.305
H  -2.690  1.548  -2.224
H  -0.556  -0.643  -2.487
H  -1.937  -0.500  -3.589
H  -2.724  -2.879  -3.836
H  -1.735  -5.088  -4.299
H  -0.439  -6.260  -2.550
H  -0.135  -5.224  -0.330
H  -1.110  -2.981  0.132
H  3.939  1.834  -1.479
H  5.679  2.603  0.101
H  5.509  2.034  2.500
H  3.605  0.690  3.326
H  1.858  -0.083  1.739
N  -2.659  1.559  2.707
C  -1.346  1.814  2.687
O  -0.506  0.982  2.346
C  -0.923  3.179  3.059
C  -1.833  4.075  3.650
N  -2.632  4.776  4.104
C  0.389  3.598  2.789
N  1.463  3.938  2.532
H  -2.976  0.639  2.442
H  -3.332  2.234  3.032
O  -0.350  -2.181  2.634
H  -0.928  -2.949  2.698
H  0.553  -2.513  2.677

---

C20H22F2N2O2 | ωB97M-V with the def2-TZVPD basis set

Calculated values
- Energy relative to the best compared isomer or geometry (same formula, charge and spin): 0.00 kJ/mol
- Total charge: 0
- Highest occupied orbital energy: -9.0 eV
- SMILES string: O=C(CN1CCC(O)(c2ccc(F)cc2)CC1)NCc1ccc(F)cc1

Element x y z (Å)
O  -4.562  -1.033  0.475
C  -3.536  -1.238  -0.136
C  -2.550  -2.356  0.200
N  -1.197  -1.856  0.031
C  -0.859  -0.881  1.055
C  0.447  -0.185  0.693
C  1.593  -1.215  0.588
O  1.792  -1.881  1.824
C  2.876  -0.495  0.183
C  3.572  -0.777  -0.987
C  4.742  -0.108  -1.303
C  5.221  0.852  -0.434
F  6.360  1.507  -0.737
C  4.559  1.155  0.741
C  3.393  0.476  1.038
C  1.154  -2.294  -0.410
C  -0.186  -2.899  0.002
N  -3.136  -0.528  -1.217
C  -3.666  0.790  -1.510
C  -2.797  1.817  -0.830
C  -1.653  2.296  -1.456
C  -0.778  3.135  -0.789
C  -1.064  3.483  0.518
F  -0.206  4.285  1.183
C  -2.198  3.029  1.165
C  -3.061  2.191  0.483
H  -2.760  -2.720  1.218
H  -2.714  -3.181  -0.499
H  -1.661  -0.142  1.123
H  -0.753  -1.366  2.041
H  0.342  0.321  -0.268
H  0.673  0.568  1.450
H  2.105  -1.247  2.478
H  3.214  -1.529  -1.670
H  5.282  -0.328  -2.210
H  4.954  1.908  1.405
H  2.882  0.722  1.958
H  1.046  -1.846  -1.398
H  1.906  -3.082  -0.439
H  -0.483  -3.650  -0.734
H  -0.076  -3.390  0.981
H  -2.187  -0.718  -1.515
H  -3.680  0.935  -2.593
H  -4.686  0.818  -1.120
H  -1.441  2.010  -2.476
H  0.115  3.511  -1.262
H  -2.390  3.325  2.184
H  -3.944  1.810  0.974

---

C20H22FN3Pt | ωB97M-V with the def2-TZVPD basis set

Calculated values
- Energy relative to the best compared isomer or geometry (same formula, charge and spin): 65.98 kJ/mol
- Total charge: +2
- Highest occupied orbital energy (alpha / beta): -14.6 / -14.6 eV

Element x y z (Å)
Pt  0.316  -0.198  0.069
N  2.515  2.379  -0.251
C  3.119  1.170  -0.039
C  4.528  1.204  -0.055
C  5.253  0.076  0.188
C  4.558  -1.103  0.468
C  3.199  -1.077  0.465
N  2.439  0.042  0.199
C  1.212  2.825  -0.257
C  1.055  4.200  -0.486
C  -0.191  4.762  -0.439
C  -1.275  3.936  -0.143
C  -1.041  2.606  0.050
N  0.181  2.008  -0.018
H  3.180  3.118  -0.415
H  5.021  2.146  -0.255
H  6.334  0.103  0.176
H  5.068  -2.029  0.688
H  2.662  -1.975  0.697
H  1.930  4.804  -0.684
H  -0.323  5.821  -0.609
H  -2.280  4.323  -0.062
H  -1.849  1.953  0.298
C  -3.853  0.913  1.168
C  -3.271  0.275  -0.084
C  -4.270  -0.800  -0.643
C  -2.039  -0.504  0.121
H  -4.841  1.313  0.945
H  -3.251  1.727  1.575
H  -3.971  0.164  1.953
H  -3.147  0.986  -0.908
H  -4.456  -1.579  0.096
H  -3.914  -1.251  -1.567
H  -5.207  -0.284  -0.845
H  -1.790  -1.170  -0.702
H  -1.837  -0.859  1.132
F  -0.871  -5.872  -0.386
C  -0.409  -4.649  -0.271
C  -0.234  -4.130  1.018
C  0.291  -2.867  1.143
C  0.492  -2.097  -0.023
C  0.464  -2.694  -1.300
C  -0.062  -3.959  -1.434
H  -0.492  -4.738  1.875
H  0.458  -2.441  2.126
H  0.778  -2.139  -2.177
H  -0.182  -4.439  -2.395